{"formula": "C9H12N2O2S", "method": "ωB97M-V/def2-TZVPD", "species": ["C", "C", "C", "C", "C", "C", "C", "C", "C", "N", "N", "O", "O", "S", "H", "H", "H", "H", "H", "H", "H", "H", "H", "H", "H", "H"], "coordinates": [[3.584, 1.293, 1.145], [3.923, 0.218, 0.379], [4.571, -0.360, -0.602], [5.030, -1.059, -1.616], [2.275, -1.212, 1.086], [-0.620, 0.897, 1.235], [-2.864, 0.975, -0.354], [-1.173, -0.861, -0.440], [-1.805, 0.151, 0.457], [3.146, 2.113, 1.839], [1.381, -1.155, 0.282], [-0.578, -2.346, 1.830], [0.080, -3.290, -0.352], [-0.147, -2.164, 0.476], [4.404, -1.273, -2.513], [5.986, -1.382, -1.547], [2.501, -1.656, 1.978], [0.231, 0.937, 0.517], [-0.486, 0.290, 2.060], [-0.913, 2.030, 1.413], [-3.657, 0.212, -0.469], [-3.004, 1.913, 0.211], [-2.423, 1.270, -1.324], [-0.426, -0.502, -0.988], [-1.947, -1.445, -1.047], [-2.159, -0.421, 1.332]], "lumo_ev": [-1.2, -1.2], "e_above_lowest_kcal_mol": 180.1, "multiplicity": 1, "total_energy_ev": -27430.369, "orbital_gap_ev": [7.270, 7.284]}